100
Properties=species:S:1:pos:R:3 method="wB97M-V/def2-TZVPD" multiplicity=1 lumo_energy_ev=-2.4 orbital_gap_ha=0.217 total_charge=0 e_homo_ev=-8.283
C 1.30 -0.63 1.69
C 0.22 -1.57 0.88
Br -0.69 -2.70 2.30
C 0.87 -2.58 -0.23
Br -0.42 -2.86 -1.77
C 2.39 -2.19 -0.73
C 2.90 -1.13 -1.63
C 2.00 0.00 -2.40
F 1.55 -0.63 -3.70
F 0.72 0.27 -1.65
C 2.80 1.37 -2.83
F 1.86 2.12 -3.75
F 3.99 1.06 -3.70
C 3.13 2.41 -1.61
F 1.97 2.77 -0.76
F 3.58 3.69 -2.26
C 4.35 1.96 -0.61
F 5.58 1.48 -1.27
F 3.92 1.00 0.48
F 4.75 3.21 0.14
C 4.50 -1.48 -1.64
O 5.49 -1.24 -2.51
O 4.81 -2.26 -0.40
C 3.65 -3.13 -0.16
O 3.53 -4.36 0.35
H 0.82 -0.27 2.70
H 2.25 -1.27 1.95
H 1.51 0.31 1.02
H -0.65 -0.90 0.42
H 0.96 -3.65 0.30
C 0.78 5.51 -1.36
S -0.07 5.46 0.24
O -0.67 4.10 0.39
C -1.40 6.60 -0.22
H 1.63 4.84 -1.31
H 0.10 5.19 -2.15
H 1.13 6.53 -1.56
H -1.95 6.21 -1.08
H -0.98 7.58 -0.45
H -2.09 6.69 0.63
C -5.29 -5.11 3.51
S -3.72 -5.37 4.37
O -2.73 -4.39 3.82
C -3.36 -6.98 3.63
H -5.68 -4.13 3.80
H -5.13 -5.13 2.43
H -6.00 -5.88 3.80
H -3.32 -6.89 2.54
H -4.14 -7.69 3.91
H -2.40 -7.32 4.00
C -3.12 4.66 -4.27
S -3.86 6.27 -3.90
O -3.34 6.72 -2.58
C -5.54 5.64 -3.63
H -2.05 4.81 -4.44
H -3.26 3.98 -3.43
H -3.57 4.24 -5.17
H -5.54 4.90 -2.83
H -5.91 5.19 -4.56
H -6.18 6.47 -3.35
C -4.94 -9.44 7.96
S -5.93 -7.93 8.01
O -6.10 -7.45 6.60
C -4.66 -6.89 8.78
H -5.53 -10.22 7.48
H -4.03 -9.27 7.38
H -4.69 -9.75 8.98
H -3.76 -6.88 8.16
H -4.42 -7.29 9.77
H -5.05 -5.88 8.88
C 4.00 -3.07 -5.73
S 2.57 -2.19 -6.38
O 1.63 -3.21 -6.96
C 3.44 -1.41 -7.76
H 3.68 -3.66 -4.87
H 4.42 -3.73 -6.49
H 4.76 -2.35 -5.41
H 3.89 -2.17 -8.40
H 4.21 -0.74 -7.38
H 2.72 -0.82 -8.34
C -1.15 8.65 -3.62
S 0.23 8.90 -2.48
O -0.25 9.80 -1.38
C 1.23 9.92 -3.60
H -1.91 8.07 -3.11
H -1.56 9.62 -3.92
H -0.80 8.11 -4.50
H 0.66 10.81 -3.90
H 1.50 9.33 -4.48
H 2.14 10.23 -3.08
C 2.27 -3.97 4.16
S 1.90 -2.47 5.11
O 2.01 -1.31 4.17
C 3.41 -2.51 6.11
H 1.47 -4.13 3.44
H 3.22 -3.85 3.63
H 2.32 -4.83 4.84
H 4.29 -2.48 5.46
H 3.43 -3.41 6.72
H 3.42 -1.63 6.76